Formula: C4H8N2
Source: the OMol25 dataset
Level of theory: ωB97M-V with the def2-TZVPD basis set

```
14
C4H8N2 (ωB97M-V with the def2-TZVPD basis set)
C 0.36 1.04 -1.41
C -0.45 0.44 -0.27
N -1.74 0.61 -0.18
N 0.10 -0.52 0.51
C 0.11 -1.14 1.62
C 1.34 -1.26 0.86
H -0.40 1.06 -2.22
H 0.49 2.05 -1.32
H 1.27 0.59 -1.33
H -2.30 1.39 -0.58
H -2.41 0.03 0.28
H -0.45 -1.31 2.60
H 2.32 -0.89 1.12
H 1.77 -2.09 0.33
```

Properties
orbital gap = 0.364 Ha
E_tot = -7234.9746 eV
charge = +2
molecular weight = 84.1 g mol⁻¹
LUMO level = -11.8931 eV
SMILES = CC(=[NH2+])[N+]1=CC1
E_HOMO = -21.809 eV
energy relative to the best compared isomer or geometry (same formula, charge and spin) = 59.0 kcal/mol